[1]
This record from OMol25 describes a molecular structure, C37H36N4O4W. The level of theory is ωB97M-V with the def2-TZVPD basis set.

CARTESIAN COORDINATES (ANGSTROEM)
1 W -0.5036 0.2365 0.9879
2 O -0.6719 2.1577 0.6662
3 O 0.0087 0.7123 -2.2460
4 O -2.1353 0.1447 -0.0379
5 O 1.3959 0.6578 0.9205
6 N 1.0751 -2.1245 0.1744
7 N -1.3772 -1.1627 2.2471
8 N -0.5345 1.1356 3.0232
9 N 0.0204 -1.3279 -0.1595
10 C 1.4654 5.3400 2.2663
11 C -2.8565 -2.0724 0.6166
12 C 3.4724 -3.6472 0.9913
13 C -0.9727 -1.1407 3.7339
14 C -4.4875 -2.0133 -1.6979
15 C 1.4965 0.9605 -2.3649
16 C -3.8048 -0.8810 -1.3481
17 C 1.4732 -0.4233 1.8009
18 C 1.7924 -1.7163 1.1109
19 C -0.9261 1.7913 -2.5160
20 C 2.1496 -0.0578 3.0554
21 C 4.9285 -3.9513 2.9202
22 C -0.6657 -2.1240 -4.3714
23 C -0.5128 -3.1231 -3.3843
24 C -1.9396 3.4262 -3.9562
25 C 1.1257 5.2849 0.9477
26 C -1.0518 2.1900 -3.9650
27 C -2.2687 -2.0516 1.8678
28 C -4.4687 -3.1912 -0.8481
29 C -0.2769 -1.5536 -1.5515
30 C -3.7650 -3.1294 0.3364
31 C 3.4830 -2.0852 2.8205
32 C 4.4953 -2.7581 3.4690
33 C 2.9499 -2.5005 1.5846
34 C -0.1779 2.3126 3.4159
35 C -0.4507 -0.8289 -3.9448
36 C 3.0162 -0.9086 3.5798
37 C -0.0617 3.2184 1.2281
38 C 0.3467 4.3035 0.3992
39 C 0.9045 4.4017 3.1514
40 C -0.3369 -2.8662 -1.9873
41 C 0.2238 2.4511 -4.7464
42 C -2.9148 -0.9356 -0.2799
43 C 0.2337 3.3222 2.5951
44 C -1.0229 0.2860 4.1627
45 C -0.3003 -0.5956 -2.5974
46 C 4.4328 -4.3556 1.7240
47 H 1.7386 0.5158 -3.2999
48 H 3.0789 -4.0914 0.0676
49 H 4.6481 -5.4046 1.4287
50 H -0.9158 -2.3034 -5.4268
51 H -2.7473 3.3736 -3.2759
52 H -2.5552 -2.8688 2.5503
53 H -5.0460 -4.0649 -1.1464
54 H 1.8601 0.5255 -1.4336
55 H -1.6600 -1.8051 4.2929
56 H 2.0530 6.1554 2.5762
57 H 5.4781 -4.7112 3.5194
58 H 0.0606 4.4066 -0.6045
59 H -1.8397 1.4145 -2.1114
60 H -1.6041 1.4161 -4.4660
61 H -0.7592 2.5933 -1.8292
62 H -2.2822 3.6205 -4.9796
63 H 3.6447 -0.6653 4.4292
64 H -0.2348 -0.0889 -4.6653
65 H -5.0632 -1.9705 -2.6417
66 H 4.8341 -2.5211 4.4853
67 H 1.9820 0.9271 3.4629
68 H -0.3118 -3.6641 -1.2683
69 H -0.4509 -4.1009 -3.7726
70 H 1.0643 4.6345 4.2452
71 H 0.9224 3.1592 -4.2887
72 H 1.6735 2.0460 -2.3025
73 H -0.0143 -1.5065 3.8828
74 H -3.8455 -0.0752 -2.0408
75 H -0.3342 0.4173 5.0497
76 H -3.9261 -3.9027 1.0981
77 H -1.3483 4.2264 -3.5648
78 H -0.2344 2.4895 4.4962
79 H 0.6951 1.4845 -5.0287
80 H -2.0653 0.5942 4.3261
81 H 1.5307 6.0074 0.1916
82 H -0.0312 2.9303 -5.7501

Calculated values
- HOMO: -12.781 eV
- Total charge: +2
- Calculated total energy: -2018.01452 a.u.
- Energy above the lowest of the compared OMol25 structures with the same formula, charge and spin: 253.2 kJ/mol

Results of the Löwdin charge analysis, in e, for atoms 1 through 6: W 1.886; O -0.218; O -0.177; O -0.219; O -0.214; N 0.109

---

[2]
This record from OMol25 describes 2 unconnected molecules or ions with the total composition C22H36BrN6OS. The level of theory is ωB97M-V with the def2-TZVPD basis set.

CARTESIAN COORDINATES (ANGSTROEM)
1 Br 2.9218 1.9737 -3.0549
2 S -0.5664 6.1065 1.8079
3 O -2.4182 2.1776 0.5783
4 N -0.4801 -5.5938 -0.0920
5 N -0.5191 3.2484 -0.3029
6 N 2.7696 2.7928 -1.4102
7 N 0.3519 2.8120 -1.2956
8 N 1.5268 3.6185 0.4031
9 N 5.4715 2.6700 1.0580
10 C -0.9110 0.2681 0.9870
11 C 4.0060 3.1192 -0.7515
12 C -0.3153 -5.7192 -1.5298
13 C 0.2338 3.7320 0.6725
14 C -1.9489 -4.8427 1.7629
15 C -2.0955 0.8271 0.2068
16 C -1.9807 3.1297 -0.3174
17 C 4.8423 4.0832 -1.2660
18 C -0.5236 -7.9907 0.8146
19 C -0.1460 2.2915 -2.4379
20 C 4.3575 2.4310 0.3937
21 C -1.0718 -6.8383 -2.2562
22 C -2.8865 6.6716 0.2813
23 C -0.5874 1.8293 -3.4502
24 C -0.1331 -0.8027 0.2056
25 C 1.6092 3.0611 -0.8046
26 C -1.8330 -5.2446 0.3007
27 C 0.1619 -6.6214 0.7133
28 C 6.2763 3.6058 0.5695
29 C 6.0092 4.3279 -0.5810
30 C -0.2652 4.3240 1.9383
31 C -2.3795 6.2331 1.6637
32 H 0.8832 -0.8792 0.5852
33 H 3.6935 1.6709 0.7853
34 H -2.3755 4.0943 -0.0095
35 H -0.6142 -4.7618 -1.9707
36 H -0.1116 -8.5438 1.6603
37 H -2.6822 6.9421 2.4292
38 H -0.6024 -1.7802 0.3060
39 H -1.2578 -4.0300 1.9956
40 H -1.2627 -0.1422 1.9325
41 H -0.2284 1.0818 1.2431
42 H -2.9636 -4.5006 1.9714
43 H 0.7536 -5.8200 -1.7367
44 H -0.6246 -7.8153 -2.0817
45 H 4.5936 4.6256 -2.1677
46 H -2.9882 0.2342 0.4030
47 H -2.1205 -6.8827 -1.9616
48 H -2.0636 6.7951 -0.4205
49 H 6.7108 5.0742 -0.9228
50 H 1.1768 -6.7509 0.3299
51 H -3.5781 5.9403 -0.1371
52 H -1.5980 -7.8981 0.9792
53 H 0.2888 -6.2255 1.7231
54 H -0.9688 1.4321 -4.3627
55 H 7.1916 3.7897 1.1149
56 H 0.5394 4.2015 2.6616
57 H -1.9101 0.7737 -0.8699
58 H -2.1368 -4.3949 -0.3192
59 H -1.0425 -6.6587 -3.3326
60 H -2.7901 5.2650 1.9480
61 H -2.5628 -6.0441 0.0973
62 H -1.1349 3.7927 2.3239
63 H -0.1101 -0.5546 -0.8565
64 H -1.7421 -5.6704 2.4404
65 H -0.3680 -8.5987 -0.0747
66 H -3.4144 7.6206 0.3327
67 H -2.3054 2.9254 -1.3384

Calculated values
- HOMO: -9.722 eV
- Total charge: +1
- Calculated total energy: -4235.47449 a.u.

Results of the Löwdin charge analysis, in e, for atoms 1 through 6: Br 0.938; S 0.919; O -0.087; N -0.205; N 0.077; N -0.388

---

[3]
This record from OMol25 describes 11 unconnected molecules or ions with the total composition C30H70ClN10O14. The level of theory is ωB97M-V with the def2-TZVPD basis set.

CARTESIAN COORDINATES (ANGSTROEM)
1 Cl 1.1337 -0.0252 -0.3508
2 O -1.6543 4.7216 3.8972
3 O -2.2192 3.5557 -3.9517
4 O -2.2650 -5.8525 3.4621
5 O -4.6557 3.3875 0.4997
6 O 2.5535 -5.6100 -1.0241
7 O 0.6691 1.2165 0.2823
8 O 1.5137 -0.6412 5.3478
9 O -5.2342 -1.5180 -0.2585
10 O 2.2201 -0.5773 0.3725
11 O 0.1172 -1.0199 -0.3794
12 O 5.6175 1.4750 3.0899
13 O 5.5009 4.1388 -1.2012
14 O 1.5008 0.2218 -1.6955
15 O 0.3028 0.3606 -6.3847
16 N -0.3422 2.6679 -3.1256
17 N -4.7139 -3.7032 -0.6320
18 N 2.5058 -3.8723 0.3914
19 N 0.9064 -0.2712 3.2226
20 N 3.9001 2.8359 3.5313
21 N 6.0241 3.0237 -3.1585
22 N -2.0550 -4.6892 1.5297
23 N -4.0928 1.1855 0.2744
24 N -1.7073 -0.6517 -6.3951
25 N 0.0686 3.3201 3.4367
26 C -5.6675 -4.2047 0.3632
27 C -4.5324 -2.3971 -0.7398
28 C -2.5626 -5.6281 2.3021
29 C -1.1191 -3.6563 1.9302
30 C -0.5440 -0.1562 3.4286
31 C -4.9937 2.2178 0.2975
32 C 5.2664 2.2078 5.3290
33 C -0.5208 -0.3918 -5.8334
34 C -0.9119 4.1933 3.0664
35 C 4.4506 1.9805 -1.6136
36 C 6.9514 4.0471 -3.6703
37 C -3.3546 -2.0374 -1.6441
38 C 5.3897 3.1591 -1.9573
39 C 3.2621 2.8346 2.2630
40 C 0.8213 -4.1055 -1.4351
41 C -6.4084 1.8438 0.1685
42 C 4.9454 2.1417 3.8489
43 C 1.8135 -0.4953 4.1905
44 C 2.1019 -4.5419 -0.6678
45 C 3.1516 -0.8407 3.7026
46 C -0.1618 -1.0863 -4.5006
47 C -2.6636 1.3285 0.5113
48 C -1.0294 4.4764 1.5120
49 C 0.5121 3.7444 -3.6389
50 C -1.6376 2.6600 -3.3807
51 C 0.1962 2.8623 4.8209
52 C -2.2153 0.0673 -7.5369
53 C 3.4854 -4.3605 1.3652
54 C -2.3967 1.3999 -2.9171
55 C -3.5857 -6.5370 1.6725
56 H -4.4899 0.2662 0.1426
57 H 3.7663 2.1366 1.5946
58 H 0.4232 3.8548 -4.7196
59 H -0.1170 -3.9856 1.6557
60 H -5.2868 -4.0242 1.3685
61 H -0.8420 -0.1305 4.4768
62 H -6.6053 -3.6503 0.3984
63 H 1.2192 -0.3457 2.2652
64 H 6.0674 2.9300 5.4866
65 H 4.3961 -3.7617 1.3801
66 H -2.5199 1.0303 -7.1270
67 H 0.0814 -3.6886 -0.7518
68 H 0.9424 2.0679 4.8044
69 H 3.8180 -0.8647 4.5649
70 H 3.1504 3.8912 2.0199
71 H 0.3824 -4.9890 -1.8987
72 H 0.9716 -3.3511 -2.2074
73 H 4.3294 1.2514 -2.4148
74 H -0.7233 2.4081 5.1901
75 H -5.9655 -5.2468 0.2477
76 H -3.0457 -2.8373 -2.3171
77 H -0.9236 0.7518 2.9600
78 H -2.4767 -1.6709 -1.1121
79 H -6.9150 2.7997 0.0351
80 H -2.3297 -4.6316 0.5595
81 H 3.4417 2.3711 -1.4805
82 H 3.5713 3.4931 4.2242
83 H 0.0395 -0.2963 -3.7769
84 H -3.2380 -7.5504 1.8731
85 H 3.0406 -1.8437 3.2905
86 H 4.4214 2.6171 5.8826
87 H 2.0335 -2.9991 0.5770
88 H -2.0334 4.7979 1.2349
89 H 1.5616 3.5403 -3.4268
90 H -0.7928 3.5825 0.9349
91 H 0.6694 -1.7861 -4.5874
92 H -1.2327 -2.7631 1.3160
93 H 3.5619 -0.2264 2.9012
94 H 5.5450 1.2253 5.7100
95 H -1.1059 -3.4370 2.9979
96 H -1.4813 0.1745 -8.3356
97 H 2.2654 2.4207 2.4154
98 H -6.7534 1.2962 1.0456
99 H -6.6147 1.1610 -0.6557
100 H -2.2742 -1.3302 -5.9068
101 H -0.9716 -1.0267 2.9311
102 H 3.0455 -4.3544 2.3624
103 H -3.3869 1.6454 -2.5334
104 H 6.4464 4.9019 -4.1202
105 H 0.3943 3.7346 5.4437
106 H -3.6387 -6.4530 0.5871
107 H -2.4210 1.6615 1.5205
108 H -2.3048 0.3048 0.4040
109 H -4.0067 -4.2322 -1.1220
110 H 5.6931 2.2789 -3.7550
111 H -4.5006 -6.2947 2.2133
112 H 0.0308 1.8292 -2.7043
113 H 7.5326 4.4098 -2.8225
114 H -0.9881 -1.6218 -4.0332
115 H -0.3065 5.2600 1.2852
116 H -1.9048 0.8426 -2.1199
117 H -2.0522 1.8959 -0.1903
118 H -3.1009 -0.4637 -7.8859
119 H 3.8861 -5.3667 1.2425
120 H -3.6377 -1.1685 -2.2383
121 H 0.5504 2.7863 2.7275
122 H -2.5045 0.6565 -3.7069
123 H 7.5768 3.5902 -4.4372
124 H 0.1431 4.6519 -3.1609
125 H 4.8558 1.4695 -0.7403

Calculated values
- HOMO: -7.278 eV
- Total charge: -1
- Calculated total energy: -3246.19700 a.u.
- Energy above the lowest of the compared OMol25 structures with the same formula, charge and spin: 98.5 kJ/mol

Results of the Löwdin charge analysis, in e, for atoms 1 through 6: Cl 0.603; O 0.018; O 0.041; O 0.044; O 0.029; O 0.022

---

[4]
This record from OMol25 describes 2 unconnected molecules or ions with the total composition C2H8O2. The level of theory is ωB97M-V with the def2-TZVPD basis set.

CARTESIAN COORDINATES (ANGSTROEM)
1 O 2.2241 -0.7885 2.0934
2 O 1.7060 -1.8232 1.2770
3 C -1.2034 1.4129 -0.8481
4 C -0.6387 0.0007 -1.0401
5 H -1.5060 1.8478 -1.8045
6 H -0.3751 -0.4461 -0.0682
7 H -0.4783 2.0776 -0.3733
8 H 1.4062 -0.4236 2.4426
9 H -1.3740 -0.6616 -1.5181
10 H 2.0835 -2.6131 1.6951
11 H -2.1028 1.3978 -0.1989
12 H 0.2585 0.0193 -1.6567

Calculated values
- HOMO: -10.706 eV
- Calculated total energy: -231.36327 a.u.
- Energy above the lowest of the compared OMol25 structures with the same formula, charge and spin: 260.0 kJ/mol
- SMILES: CC.OO

Results of the Löwdin charge analysis, in e, for atoms 1 through 6: O -0.081; O -0.095; C -0.179; C -0.173; H 0.057; H 0.049

---

> Among the records above, which one has the highest calculated total energy?

C2H8O2